Entry 1:
Here is C28H36BIrN8O7S3 as an isolated structure from the OMol25 dataset. Energies are from ωB97M-V/def2-TZVPD.

Output
HOMO-LUMO gap (spin up / spin down): 0.273 / 0.187 Ha
Energy relative to the best compared isomer or geometry (same formula, charge and spin): 18.21 kcal/mol
Net charge: +1
HOMO energy (spin up / spin down): -10.14 / -10.77 eV
Spin multiplicity: 6

XYZ file:
```
84
Properties=species:S:1:pos:R:3:forces:R:3
Ir -0.8225 -0.7566 -0.0041 0.1 0.0 0.0
C 4.3306 -3.0776 -2.9752 0.0 0.0 0.0
C 3.5916 -1.8507 -3.5110 0.0 0.0 0.0
C 2.3091 -2.3091 -4.1900 0.0 0.0 0.0
C 4.4466 -1.0909 -4.5255 0.0 0.0 0.0
N 3.3559 -0.9256 -2.3447 0.0 0.0 0.0
C 4.4461 -0.4477 -1.6264 0.0 0.0 0.0
C 3.9828 0.3233 -0.6303 -0.1 0.0 0.0
N 2.6051 0.3497 -0.7406 0.0 0.0 0.1
B 1.5745 0.9706 0.1762 0.0 0.2 0.0
N 1.9047 0.9079 1.6593 0.0 0.0 -0.1
C 2.7405 1.7352 2.3816 0.0 0.0 0.0
C 2.7657 1.2840 3.6478 -0.1 -0.1 0.0
N 1.9320 0.1779 3.7165 0.1 0.0 0.1
C 1.4108 -0.0380 2.4872 0.0 0.0 0.1
S 0.2906 -1.3057 2.0956 -0.2 0.0 -0.1
C 1.6712 -0.6064 4.9794 0.0 0.0 0.0
C 2.5099 -0.0182 6.1119 0.0 0.0 -0.1
C 0.1955 -0.4809 5.3495 0.0 0.0 0.0
C 2.0971 -2.0573 4.7670 0.0 0.0 0.0
N 0.9852 2.2881 -0.3322 0.1 0.0 0.0
C 1.6525 3.3356 -0.9286 -0.1 0.0 0.0
C 0.7274 4.1959 -1.3955 -0.1 0.0 0.0
N -0.5202 3.6720 -1.0967 0.0 0.1 -0.1
C -0.3432 2.4994 -0.4530 0.0 0.1 0.0
S -1.6123 1.4737 0.1665 0.0 0.0 0.0
C -1.8294 4.3062 -1.4961 0.0 0.0 0.0
C -2.5672 3.3565 -2.4359 0.0 0.0 0.0
C -2.6416 4.6279 -0.2437 0.0 0.0 0.0
C -1.5395 5.6094 -2.2361 0.0 0.0 0.0
C 2.2266 -0.4326 -1.7853 0.1 0.1 0.0
S 0.5841 -0.6720 -2.2386 0.0 -0.1 0.0
H 4.5180 -3.7660 -3.7984 0.0 0.0 0.0
H 3.7232 -3.5919 -2.2296 0.0 0.0 0.0
H 5.2920 -2.8247 -2.5290 0.0 0.0 0.0
H 2.6049 -2.9636 -5.0106 0.0 0.0 0.0
H 1.7458 -1.4781 -4.6105 0.0 0.0 0.0
H 1.6634 -2.8723 -3.5209 0.0 0.0 0.0
H 4.6453 -1.7384 -5.3787 0.0 0.0 0.0
H 5.4067 -0.7811 -4.1130 0.0 0.0 0.0
H 3.9187 -0.2057 -4.8828 0.0 0.0 0.0
H 5.4561 -0.7038 -1.8829 0.0 0.0 0.0
H 4.5125 0.8458 0.1466 0.0 0.0 0.0
H 0.6212 0.2627 0.0832 0.0 -0.3 0.0
H 3.2309 2.5852 1.9402 0.0 0.0 0.0
H 3.2922 1.6663 4.4984 0.0 0.0 0.0
H 2.2345 1.0127 6.3364 0.0 0.0 0.0
H 3.5792 -0.0767 5.9050 0.0 0.0 0.0
H 2.3164 -0.6089 7.0056 0.0 0.0 0.0
H -0.0748 0.5670 5.4873 0.0 0.0 0.0
H 0.0243 -1.0045 6.2899 0.0 0.0 0.0
H -0.4558 -0.9159 4.5953 0.0 0.0 0.0
H 3.1484 -2.1091 4.4799 0.0 0.0 0.0
H 1.5004 -2.5601 4.0099 0.0 0.0 0.0
H 1.9731 -2.5969 5.7056 0.0 0.0 0.0
H 2.7260 3.3753 -0.9870 0.0 0.0 0.0
H 0.8582 5.1246 -1.9134 0.0 0.0 0.0
H -2.8514 2.4299 -1.9412 0.0 0.0 0.0
H -1.9502 3.1197 -3.3040 0.0 0.0 0.0
H -3.4776 3.8448 -2.7831 0.0 0.0 0.0
H -2.9349 3.7348 0.3022 0.0 0.0 0.0
H -3.5508 5.1485 -0.5439 0.0 0.0 0.0
H -2.0771 5.2830 0.4216 0.0 0.0 0.0
H -0.9825 5.4427 -3.1588 0.0 0.0 0.0
H -1.0078 6.3273 -1.6102 0.0 0.0 0.0
H -2.4949 6.0556 -2.5063 0.0 0.0 0.0
O -1.8378 -4.6520 -0.4447 0.0 0.0 0.0
C -2.1505 -3.4933 -0.5636 0.0 0.2 0.1
O -1.3434 -2.5305 -0.9193 -0.1 -0.1 0.0
C -3.6099 -3.1270 -0.3494 0.1 0.1 0.0
C -4.5629 -4.0640 -0.6462 -0.2 -0.1 0.0
C -5.9135 -3.7668 -0.4630 0.2 0.0 0.0
C -6.3791 -2.5406 0.0393 -0.1 -0.1 0.0
C -5.4459 -1.6116 0.3430 0.1 0.0 0.0
C -4.0139 -1.8473 0.2055 -0.2 0.1 0.0
O -3.2195 -0.9887 0.6184 0.2 0.0 0.1
N -5.8642 -0.2931 0.8381 0.0 -0.1 -0.1
O -5.5287 0.6546 0.1641 0.0 0.0 0.0
O -6.5213 -0.2715 1.8524 0.0 0.0 0.0
N -6.9178 -4.7943 -0.8121 0.0 0.0 0.1
O -6.5028 -5.8422 -1.2506 0.0 0.0 0.0
O -8.0798 -4.5046 -0.6222 0.0 0.0 0.0
H -4.2660 -5.0353 -1.0155 0.0 0.0 0.0
H -7.4367 -2.3641 0.1744 0.0 0.0 0.0
```
Positions in Å, forces in eV/Å.

Mulliken atomic charge list, values in e, 5 entries: atom 1 (Ir): 1.1591, atom 2 (C): -1.5071, atom 3 (C): 1.0450, atom 4 (C): -2.1612, atom 5 (C): -1.5079


Entry 2:
Here is C28H36ClN2O4SSbV as an isolated structure at a distorted geometry from the OMol25 dataset. Energies are from ωB97M-V/def2-TZVPD.

Output
HOMO-LUMO gap (spin up / spin down): 0.250 / 0.235 Ha
HOMO energy (spin up / spin down): -6.65 / -6.32 eV
Spin multiplicity: 2

XYZ file:
```
74
Properties=species:S:1:pos:R:3:forces:R:3
V 0.2611 0.4931 -0.2618 0.0 0.1 1.5
C 6.4024 3.1147 -1.4092 -0.1 0.0 0.0
C 5.0530 2.9998 -0.7554 0.0 0.0 0.0
C 3.9428 2.5516 -1.4648 0.0 0.0 0.0
C 2.6986 2.4727 -0.8576 -0.1 0.0 0.0
C 2.5667 2.8409 0.4728 -0.3 0.0 0.1
C 3.6615 3.2776 1.2015 0.0 0.0 0.1
C 4.8979 3.3548 0.5846 0.0 -0.1 -0.1
S 0.9862 2.6721 1.2744 0.6 0.4 0.8
O -0.0536 2.9591 0.3035 0.1 -0.4 -0.3
O 1.0017 3.4397 2.4863 0.2 0.0 -0.1
N 0.8235 1.1030 1.5238 0.1 1.0 1.3
C 1.7677 0.1251 1.6303 0.8 -0.4 0.5
C 2.7933 -0.0041 2.5621 -0.2 0.1 -0.1
C 3.5219 -1.1800 2.5678 0.0 -0.1 -0.1
C 3.2183 -2.1854 1.6532 0.1 0.0 0.2
C 2.2259 -1.9609 0.7200 -0.1 0.1 -0.1
N 1.5347 -0.8170 0.6791 0.5 -0.5 0.5
H 6.3708 2.7904 -2.4478 0.0 0.0 0.0
H 7.1380 2.5096 -0.8777 0.0 0.0 0.0
H 6.7450 4.1502 -1.3836 0.0 0.0 0.0
H 4.0551 2.2709 -2.5049 0.0 0.0 0.0
H 1.8227 2.1776 -1.4310 0.0 0.0 0.0
H 3.5253 3.5636 2.2368 0.0 0.0 0.0
H 5.7608 3.6914 1.1469 0.0 0.0 0.0
H 2.9591 0.7908 3.2763 0.0 0.0 0.0
H 4.3095 -1.3255 3.2954 0.0 0.0 0.0
H 3.7418 -3.1301 1.6737 0.0 0.0 -0.1
H 1.9655 -2.7019 -0.0266 0.0 0.0 0.0
C -4.9861 -0.9452 -0.0760 0.1 0.0 -0.1
C -3.8047 -0.1280 -0.5843 0.4 0.0 0.4
C -4.1751 1.3096 -0.9347 0.1 -0.1 0.0
Sb -2.0544 -0.0741 0.7489 -0.7 -0.7 0.5
C -2.7174 1.0319 2.5360 0.0 -0.3 -0.4
C -4.1793 0.8026 2.9016 0.1 0.1 -0.1
C -1.7873 0.7351 3.7089 -0.1 0.0 -0.1
C -1.8469 -2.1683 1.4113 -0.4 0.4 0.1
C -2.8955 -2.6780 2.3945 0.2 0.0 -0.1
C -1.7375 -3.0204 0.1505 0.0 0.1 0.1
H -5.7948 -0.9153 -0.8130 0.0 0.0 0.0
H -5.3768 -0.5574 0.8638 0.0 0.0 0.0
H -4.7096 -1.9892 0.0719 -0.1 0.0 0.0
H -3.4001 -0.6069 -1.4807 0.0 0.0 0.0
H -4.5318 1.8585 -0.0597 0.0 0.0 0.0
H -4.9706 1.3155 -1.6849 0.0 0.0 0.0
H -3.3182 1.8381 -1.3563 0.0 0.1 0.0
H -2.5830 2.0733 2.2314 0.0 0.0 0.0
H -4.3791 -0.2459 3.1273 0.0 0.0 0.0
H -4.8418 1.1161 2.0951 -0.1 0.0 0.1
H -4.4320 1.3913 3.7890 0.0 0.0 0.0
H -1.8609 -0.3081 4.0270 0.0 0.0 0.0
H -2.0552 1.3670 4.5609 0.0 0.0 0.0
H -0.7539 0.9469 3.4534 0.1 0.0 0.0
H -0.8723 -2.1589 1.9087 0.0 0.1 0.0
H -3.8991 -2.6408 1.9708 0.0 0.0 0.0
H -2.8889 -2.0830 3.3082 -0.1 -0.1 0.0
H -2.6854 -3.7170 2.6711 0.0 0.0 0.0
H -2.6973 -3.0897 -0.3663 0.0 0.0 0.0
H -1.4143 -4.0358 0.3980 0.0 0.0 0.0
H -1.0072 -2.5906 -0.5430 0.0 -0.1 -0.1
Cl 1.6338 -4.5116 -5.4997 0.0 -0.1 0.0
C 0.9502 -3.0863 -4.7903 0.0 0.1 0.1
C -0.1829 -2.5182 -5.3510 0.0 0.0 0.0
C -0.7218 -1.3811 -4.7755 0.0 0.1 0.1
C -0.1446 -0.8136 -3.6449 0.2 0.0 0.1
C 1.0025 -1.3915 -3.1058 -0.2 0.0 -0.1
C 1.5524 -2.5286 -3.6734 0.1 -0.1 0.0
C -0.7921 0.4109 -3.0458 -0.4 -0.1 -0.2
O -1.6379 1.0300 -3.6532 0.1 0.0 0.1
O -0.3958 0.7031 -1.8324 -1.0 0.2 -4.5
H -0.6334 -2.9605 -6.2288 0.0 0.0 0.0
H -1.6047 -0.9080 -5.1845 0.0 0.0 0.0
H 1.4876 -0.9411 -2.2474 0.0 0.0 0.0
H 2.4462 -2.9809 -3.2647 0.0 0.0 0.0
```
Positions in Å, forces in eV/Å.

Mulliken atomic charge list, values in e, 5 entries: atom 1 (V): 0.7962, atom 2 (C): -1.5009, atom 3 (C): 1.0801, atom 4 (C): -1.0714, atom 5 (C): -0.3478


Entry 3:
Here is C28H36I2N3O2SSeV as an isolated structure at a distorted geometry from the OMol25 dataset. Energies are from ωB97M-V/def2-TZVPD.

Output
HOMO-LUMO gap (spin up / spin down): 0.197 / 0.221 Ha
Energy relative to the best compared isomer or geometry (same formula, charge and spin): 1.45 kcal/mol
Net charge: +3
HOMO energy (spin up / spin down): -15.99 / -16.03 eV
Spin multiplicity: 2

XYZ file:
```
74
Properties=species:S:1:pos:R:3:forces:R:3
V 0.5977 -1.4619 -1.3024 1.0 1.5 1.0
I -0.7490 1.1991 -5.3562 -0.1 0.0 -0.2
C 1.1129 0.6965 -4.6601 0.1 0.2 -0.4
C 2.2936 1.1445 -5.3210 -0.2 -0.1 0.1
C 3.5513 0.8221 -4.8767 -0.1 -0.1 0.1
I 5.1916 1.5085 -5.9133 0.2 0.1 -0.1
C 3.7075 0.0158 -3.6981 0.2 0.1 -0.1
C 4.9132 -0.4084 -3.1157 0.0 0.0 0.0
C 4.9021 -1.1768 -1.9653 0.0 0.0 0.0
C 3.6960 -1.5271 -1.3793 -0.2 0.0 0.1
N 2.5240 -1.1588 -1.9112 -0.1 0.0 -0.2
C 2.5377 -0.3964 -3.0586 0.0 -0.3 0.3
C 1.2783 -0.0763 -3.5577 -0.6 -0.4 0.9
O 0.2745 -0.6471 -2.7586 0.1 0.1 -1.7
H 2.1807 1.7557 -6.2061 0.0 0.0 0.0
H 5.8548 -0.1285 -3.5728 0.0 0.0 0.0
H 5.8238 -1.5030 -1.5054 0.0 0.0 0.0
H 3.6637 -2.0936 -0.4574 0.0 0.0 0.0
C 0.6573 5.0723 3.6324 0.0 0.0 0.0
C 0.0122 3.6913 3.6819 0.0 0.0 0.0
C 0.9087 2.6317 3.0512 0.0 0.0 -0.1
C 0.4058 1.2041 3.2001 -0.2 -0.1 -0.1
N -0.7589 0.9271 2.3290 -0.1 0.0 0.3
C -0.7262 0.6154 1.0362 -0.1 0.2 -0.2
Se 0.9018 0.4590 0.0797 0.2 -0.2 0.1
N -1.9701 0.5350 0.5431 -0.2 -0.1 0.0
C -2.3524 0.2802 -0.8568 0.1 0.0 0.2
C -3.2133 1.3766 -1.4967 0.0 0.0 0.0
C -2.7506 2.8020 -1.2067 0.1 0.0 0.0
C -1.3712 3.1033 -1.7864 0.0 0.1 0.0
C -2.8640 0.7739 1.5929 -0.1 -0.1 -0.4
C -4.2582 0.7696 1.6364 0.0 0.0 0.0
C -4.8282 1.0869 2.8482 0.0 0.0 0.1
C -4.0468 1.3897 3.9836 -0.1 0.0 -0.1
C -2.6719 1.3714 3.9414 0.0 -0.1 0.0
C -2.0990 1.0474 2.7125 0.4 0.1 0.2
H 0.0013 5.8295 4.0573 0.0 0.0 0.0
H 0.8811 5.3662 2.6053 0.0 0.0 0.0
H 1.5902 5.0874 4.1967 0.0 0.0 0.0
H -0.9544 3.7182 3.1685 0.0 0.0 0.0
H -0.1913 3.4139 4.7209 0.0 0.0 0.0
H 1.9049 2.6714 3.4989 0.0 0.0 0.0
H 1.0388 2.8553 1.9850 0.1 0.0 0.0
H 0.0752 0.9970 4.2168 0.0 0.0 0.0
H 1.1755 0.4757 2.9484 0.0 0.0 0.0
H -2.8630 -0.6853 -0.8844 -0.1 0.0 -0.1
H -1.4224 0.2054 -1.4230 0.0 0.1 0.1
H -4.2601 1.2343 -1.2347 0.0 0.1 0.1
H -3.1530 1.2047 -2.5753 0.0 -0.1 0.0
H -2.7639 3.0016 -0.1318 0.0 0.0 0.0
H -3.4831 3.4840 -1.6386 0.0 0.0 0.0
H -0.5891 2.4824 -1.3398 0.0 0.0 0.0
H -1.0869 4.1411 -1.6179 0.0 0.0 0.0
H -1.3530 2.9310 -2.8653 0.0 0.0 0.1
H -4.8660 0.5283 0.7776 0.0 0.0 0.0
H -5.9059 1.1064 2.9333 0.0 0.0 0.0
H -4.5431 1.6377 4.9115 0.0 0.0 0.0
H -2.0767 1.5945 4.8154 0.0 0.0 0.0
C 1.5474 -4.8737 -2.5145 0.0 0.0 0.0
C 1.5834 -5.1751 -1.0242 0.1 0.0 -0.1
S 0.1858 -4.4521 -0.1794 -0.2 0.5 0.0
O 0.5689 -2.8686 -0.1735 -0.4 -1.6 -0.1
C 0.4342 -4.9551 1.5334 0.0 0.1 0.1
C -0.8878 -5.2446 2.2330 0.0 0.0 0.0
H 2.4105 -5.3421 -2.9867 0.0 0.0 0.0
H 1.6185 -3.8033 -2.7301 0.0 0.0 0.0
H 0.6498 -5.2707 -2.9860 0.0 0.0 0.0
H 2.4782 -4.8118 -0.5139 0.0 -0.1 0.0
H 1.4763 -6.2457 -0.8243 0.0 0.0 0.0
H 0.9898 -4.1286 1.9812 0.1 -0.1 0.1
H 1.0858 -5.8286 1.4792 0.0 0.0 0.0
H -1.4556 -4.3344 2.4179 0.0 0.0 0.0
H -0.6637 -5.7095 3.1919 0.0 0.0 0.0
H -1.5061 -5.9383 1.6649 0.0 0.0 0.0
```
Positions in Å, forces in eV/Å.

Mulliken atomic charge list, values in e, 5 entries: atom 1 (V): 0.8884, atom 2 (I): 0.1975, atom 3 (C): -0.4746, atom 4 (C): -0.1954, atom 5 (C): -0.3418